Record 1
{"formula": "C5H8N2", "method": "ωB97M-V with the def2-TZVPD basis set", "homo_lumo_gap_ev": 9.59, "relative_energy_kcal_mol": 60.8, "spin_multiplicity": 1, "charge": 0, "species": ["N", "N", "C", "C", "C", "C", "C", "H", "H", "H", "H", "H", "H", "H", "H"], "positions_angstrom": [[-2.9357, -0.1739, -0.5537], [0.3081, -2.4553, 0.4174], [-1.9855, 0.1774, -0.0102], [-0.0566, 1.7527, 0.1935], [-0.7930, 0.5302, 0.6479], [1.3187, -0.7019, -0.7935], [0.2964, -1.2172, 0.1534], [-0.8569, 0.4123, 1.7279], [-0.3841, -2.8398, 1.0506], [1.9577, -1.5191, -1.1265], [-0.6324, 2.6465, 0.4504], [0.8278, -0.2491, -1.6521], [0.9046, 1.8232, 0.6938], [1.9394, 0.0530, -0.3158], [0.0914, 1.7610, -0.8831]]}



Record 2
{"formula": "C17H17BrN2OS", "method": "ωB97M-V with the def2-TZVPD basis set", "homo_lumo_gap_ev": 8.01, "relative_energy_kcal_mol": 66.5, "spin_multiplicity": 1, "charge": 0, "species": ["Br", "S", "O", "N", "N", "C", "C", "C", "C", "C", "C", "C", "C", "C", "C", "C", "C", "C", "C", "C", "C", "C", "H", "H", "H", "H", "H", "H", "H", "H", "H", "H", "H", "H", "H", "H", "H", "H", "H"], "positions_angstrom": [[-4.9550, -3.4417, -3.2821], [-2.5628, -2.8839, -1.1464], [-0.7371, 0.5227, 4.2236], [0.4517, 0.6787, 1.6915], [-0.3743, -2.0412, 0.6558], [2.4589, 1.7301, -1.3032], [0.8171, -1.8825, 1.5958], [-1.1388, 1.4675, 3.2837], [0.6137, -0.1826, -0.6083], [-3.2459, -1.1483, -2.7852], [1.9934, 0.8821, -2.3309], [-0.4968, -1.2313, -0.3579], [0.9247, 0.7681, 0.3510], [0.7016, -0.5508, 2.4936], [1.0956, -0.0904, -1.9290], [-0.4568, -0.7158, 3.4887], [-3.6854, -2.3645, -2.3571], [1.9196, 1.6345, 0.0219], [-2.2271, -0.4444, -1.9827], [-1.6580, -1.3780, -1.1133], [0.0582, 1.8978, 2.3868], [2.4472, 1.0021, -3.7419], [2.3374, 2.3565, 0.7326], [-0.2502, -1.4173, 4.1789], [1.5611, -0.4297, 3.0890], [0.9530, 2.1430, 2.9750], [-3.6871, -0.6659, -3.6054], [-1.9020, 1.0624, 2.5545], [-1.3384, -1.0073, 2.7864], [2.0975, 2.0440, -4.0121], [0.6347, -0.7011, -2.7335], [3.5299, 0.8738, -3.8188], [-0.1847, 2.6663, 1.7497], [2.0951, 0.1954, -4.3286], [-1.7214, 2.2681, 3.8040], [3.1918, 2.4600, -1.5875], [-1.8982, 0.5071, -2.1750], [1.7630, -1.8411, 0.9727], [0.8747, -2.7423, 2.1637]]}



Record 3
{"formula": "C11H14ClOP", "method": "ωB97M-V with the def2-TZVPD basis set", "homo_lumo_gap_ev": 8.56, "relative_energy_kcal_mol": 45.9, "spin_multiplicity": 1, "charge": 0, "species": ["Cl", "P", "O", "C", "C", "C", "C", "C", "C", "C", "C", "C", "C", "C", "H", "H", "H", "H", "H", "H", "H", "H", "H", "H", "H", "H", "H", "H"], "positions_angstrom": [[-1.9942, -2.9052, -0.0008], [-0.7629, -1.3114, 0.2044], [-1.4785, -0.6289, 1.6784], [0.7767, -1.6967, -0.2071], [1.9078, -0.8006, 0.0530], [-2.0638, 0.9858, -1.3867], [-1.7700, 0.0817, -0.4062], [1.4760, 0.6782, -0.2425], [-3.0863, 1.8645, -1.0782], [-3.4480, 2.1430, 0.2296], [2.4600, -0.9309, 1.4956], [2.9624, -1.1278, -1.0757], [-2.8604, 1.4947, 1.3139], [-2.1621, 0.3696, 0.9121], [1.2347, 0.8928, -1.2606], [2.9949, 0.0508, 1.7665], [0.5818, 0.7883, 0.1977], [3.1916, -2.1226, -1.2502], [2.0749, 1.5088, 0.0244], [2.4861, -0.8223, -1.9615], [-1.6272, 0.8900, -2.4102], [3.0131, -1.8784, 1.4446], [-3.4293, 2.4777, -1.9510], [3.9899, -0.6488, -0.7557], [1.4628, -1.0951, 2.1616], [1.0954, -2.8157, -0.2677], [-4.0942, 2.8894, 0.3480], [-2.9312, 1.6693, 2.4244]]}